This record from the Open Molecules 2025 dataset describes a molecular structure, C36H50ClIN4O4PZr at a distorted geometry. The level of theory is wB97M-V/def2-TZVPD.

Results
energy above the lowest of the compared OMol25 structures with the same formula, charge and spin = 22.7 kcal/mol
LUMO energy = -10.09 eV
energy = -3067.24828 Ha
net charge = +3

```
98
C36H50ClIN4O4PZr wB97M-V/def2-TZVPD
Zr 0.09 0.32 0.05
C 3.12 -6.15 -2.26
O 2.41 -4.94 -2.46
C 2.51 -3.96 -1.61
C 3.35 -3.95 -0.47
C 3.31 -2.93 0.42
C 2.42 -1.81 0.28
C 2.36 -0.85 1.31
C 3.39 -0.78 2.39
O 1.41 0.04 1.39
C 1.65 -1.76 -0.95
O 0.92 -0.69 -1.29
C 1.72 -2.82 -1.84
H 2.69 -6.87 -2.96
H 3.00 -6.52 -1.24
H 4.19 -6.02 -2.49
H 4.03 -4.77 -0.29
H 3.94 -2.98 1.30
H 3.29 -1.62 3.07
H 3.25 0.14 2.96
H 4.40 -0.81 1.99
H 1.15 -2.76 -2.76
I -4.58 2.95 -2.51
C -3.75 2.24 -0.70
C -4.44 2.30 0.51
C -3.83 1.80 1.65
C -2.56 1.25 1.56
N -1.89 1.20 0.40
C -2.47 1.68 -0.70
H -5.43 2.74 0.56
H -4.35 1.82 2.60
H -2.05 0.85 2.44
H -1.89 1.63 -1.63
C 1.43 4.70 2.02
C 0.67 3.41 1.70
P 0.80 2.85 -0.07
C 0.08 4.24 -1.04
C 0.23 4.04 -2.54
C 2.61 2.88 -0.46
C 2.88 1.83 -1.53
H 1.41 4.87 3.09
H 0.99 5.56 1.54
H 2.47 4.62 1.72
H -0.39 3.55 1.93
H 1.05 2.58 2.31
H 0.59 5.16 -0.73
H -0.98 4.33 -0.77
H 1.27 4.15 -2.86
H -0.34 4.78 -3.08
H -0.12 3.05 -2.85
H 3.17 2.65 0.45
H 2.90 3.88 -0.81
H 2.68 0.82 -1.14
H 3.91 1.87 -1.86
H 2.26 1.99 -2.42
C -5.42 -6.85 -0.43
C -4.52 -5.67 -0.04
C -5.38 -4.74 0.83
C -3.36 -6.20 0.81
C -4.06 -4.91 -1.33
O -5.18 -4.71 -2.18
C -2.99 -5.64 -2.19
C -1.48 -5.37 -2.01
C -0.78 -6.18 -0.96
C -0.87 -7.57 -0.93
C -0.25 -8.32 0.05
C 0.50 -7.68 1.03
Cl 1.24 -8.59 2.28
C 0.65 -6.29 0.99
C 0.01 -5.56 0.01
C -3.74 -3.40 -1.14
N -2.69 -2.87 -0.32
C -1.84 -1.91 -0.68
N -1.14 -1.50 0.39
C -1.63 -2.28 1.40
N -2.56 -3.10 0.98
H -5.59 -7.48 0.44
H -4.97 -7.48 -1.20
H -6.40 -6.51 -0.77
H -5.86 -5.31 1.61
H -6.16 -4.27 0.23
H -4.77 -3.97 1.31
H -3.73 -6.44 1.80
H -2.56 -5.48 0.91
H -2.96 -7.12 0.38
H -5.58 -5.56 -2.40
H -3.24 -5.36 -3.22
H -3.17 -6.71 -2.11
H -1.29 -4.31 -1.85
H -1.03 -5.63 -2.97
H -1.45 -8.09 -1.68
H -0.35 -9.39 0.06
H 1.25 -5.80 1.74
H 0.13 -4.48 0.01
H -4.69 -2.99 -0.78
H -3.59 -3.02 -2.15
H -1.74 -1.52 -1.69
H -1.30 -2.24 2.42
```



This record from the Open Molecules 2025 dataset describes a molecular structure, C45H34F5P2RhSe. The level of theory is wB97M-V/def2-TZVPD.

Results
LUMO energy (alpha / beta) = 0.23 / -2.46 eV
⟨S²⟩ = 6.03
2S+1 = 5
energy = -5429.04944 Ha
net charge = 0

```
88
C45H34F5P2RhSe wB97M-V/def2-TZVPD
Rh -0.28 0.13 -0.68
C 1.27 3.38 2.65
C 2.35 3.70 1.66
C 3.44 4.47 2.05
C 4.46 4.79 1.16
C 4.40 4.34 -0.15
C 3.31 3.58 -0.56
C 2.29 3.26 0.33
P 0.84 2.27 -0.18
C 1.29 1.69 -1.88
C 1.93 0.44 -1.84
C 2.23 -0.28 -2.99
C 1.88 0.25 -4.22
C 1.29 1.51 -4.27
C 0.99 2.25 -3.14
C 0.43 3.64 -3.33
C -0.47 3.51 -0.40
C -0.29 4.88 -0.25
C -1.32 5.76 -0.56
C -2.52 5.25 -1.03
C -2.71 3.88 -1.14
C -1.70 2.98 -0.79
C -1.95 1.50 -0.77
H 1.55 3.70 3.65
H 1.06 2.31 2.68
H 0.33 3.88 2.39
H 3.50 4.82 3.08
H 5.30 5.39 1.49
H 5.19 4.58 -0.85
H 3.26 3.23 -1.58
H 2.29 0.07 -0.88
H 2.73 -1.24 -2.92
H 2.09 -0.29 -5.13
H 1.06 1.94 -5.24
H 0.65 3.98 -4.34
H 0.84 4.35 -2.62
H -0.66 3.65 -3.20
H 0.67 5.27 0.07
H -1.17 6.82 -0.45
H -3.33 5.92 -1.30
H -3.66 3.49 -1.48
H -2.66 1.18 -1.54
H -2.41 1.28 0.21
C -5.57 -5.08 0.17
C -4.81 -4.71 -0.93
C -3.92 -3.65 -0.84
C -3.78 -2.94 0.36
C -4.55 -3.32 1.45
C -5.44 -4.38 1.36
P -2.53 -1.58 0.36
C -2.94 -0.66 1.89
C -1.97 -0.37 2.84
C -2.25 0.48 3.91
C -3.52 1.03 4.04
C -4.49 0.75 3.10
C -4.20 -0.09 2.03
C -0.98 -2.42 0.76
C -0.86 -3.64 1.41
C 0.40 -4.18 1.63
C 1.52 -3.49 1.18
C 1.39 -2.27 0.54
C 0.14 -1.69 0.31
H -6.27 -5.90 0.10
H -4.90 -5.26 -1.86
H -3.34 -3.36 -1.70
H -4.45 -2.79 2.39
H -6.03 -4.66 2.22
H -0.97 -0.79 2.75
H -1.48 0.70 4.64
H -3.74 1.69 4.88
H -5.48 1.18 3.19
H -4.97 -0.29 1.29
H -1.74 -4.17 1.74
H 0.51 -5.14 2.13
H 2.51 -3.92 1.32
H 2.29 -1.77 0.21
F 8.91 0.64 -1.09
C 7.74 0.60 -0.45
C 6.83 -0.40 -0.75
F 7.13 -1.31 -1.68
C 5.62 -0.44 -0.09
F 4.78 -1.41 -0.42
C 5.29 0.50 0.89
Se 3.63 0.46 1.74
C 6.24 1.49 1.18
F 6.02 2.42 2.10
C 7.45 1.55 0.51
F 8.34 2.50 0.78
```



This record from the Open Molecules 2025 dataset describes a molecular structure, C32H31N5O2RuS at a distorted geometry. The level of theory is wB97M-V/def2-TZVPD.

Results
energy above the lowest of the compared OMol25 structures with the same formula, charge and spin = 13.5 kcal/mol
LUMO energy (alpha / beta) = 2.59 / 1.77 eV
⟨S²⟩ = 8.76
2S+1 = 6
energy = -2155.34763 Ha
net charge = -1

```
72
C32H31N5O2RuS wB97M-V/def2-TZVPD
Ru 1.05 1.05 -0.27
O -0.41 2.00 -1.60
C -0.71 3.24 -1.86
C -0.87 3.69 -3.19
C -1.30 4.96 -3.43
C -1.57 5.87 -2.42
C -1.27 5.48 -1.11
C -0.87 4.14 -0.79
C -0.62 3.87 0.64
N -0.11 2.81 1.05
C 0.16 2.68 2.43
C -0.11 1.30 2.85
N 0.78 0.43 2.04
C 1.09 -0.71 2.57
C 2.01 -1.64 1.99
C 2.14 -2.94 2.56
C 3.09 -3.82 2.11
C 3.98 -3.46 1.09
C 3.83 -2.21 0.48
C 2.83 -1.27 0.90
O 2.76 -0.12 0.31
H -0.66 2.99 -3.93
H -1.39 5.31 -4.47
H -1.81 6.86 -2.68
H -1.52 6.11 -0.23
H -0.99 4.68 1.32
H -0.39 3.42 3.06
H 1.20 2.94 2.66
H -1.18 1.06 2.67
H 0.09 1.16 3.93
H 0.62 -1.08 3.50
H 1.47 -3.25 3.38
H 3.18 -4.74 2.62
H 4.85 -4.10 0.83
H 4.55 -1.89 -0.27
C -3.66 0.35 -0.96
C -2.77 0.62 0.30
C -2.37 -0.64 1.00
C -2.99 -1.00 2.16
C -2.70 -2.17 2.81
C -1.76 -3.05 2.27
C -1.02 -2.72 1.14
C 0.00 -3.66 0.55
C -0.69 -4.80 -0.21
C -1.30 -1.42 0.55
N -0.42 -0.91 -0.43
C -0.48 -1.35 -1.65
C 0.48 -0.93 -2.64
C 0.78 -1.32 -3.93
C 1.91 -0.58 -4.30
C 2.29 0.16 -3.19
N 1.42 -0.02 -2.21
H -3.86 1.32 -1.43
H -4.60 -0.11 -0.67
H -3.15 -0.24 -1.73
H -3.29 1.29 1.00
H -1.85 1.15 0.02
H -3.78 -0.40 2.57
H -3.22 -2.41 3.73
H -1.56 -4.00 2.63
H 0.61 -4.18 1.24
H 0.74 -3.09 -0.06
H -1.46 -5.28 0.44
H -0.04 -5.54 -0.53
H -1.26 -4.40 -1.08
H -1.24 -2.14 -1.86
H 0.29 -2.08 -4.56
H 2.42 -0.55 -5.23
H 3.20 0.75 -3.00
S 5.22 3.10 -0.78
C 3.67 2.78 -0.38
N 2.52 2.65 -0.31
```



This record from the Open Molecules 2025 dataset describes a single C2H5NOS molecule at a distorted geometry. The level of theory is wB97M-V/def2-TZVPD.

Results
energy above the lowest of the compared OMol25 structures with the same formula, charge and spin = 25.0 kcal/mol
LUMO energy = 0.68 eV
SMILES = NCC(=O)S
energy = -607.36696 Ha
net charge = 0

```
10
C2H5NOS wB97M-V/def2-TZVPD
N 1.59 0.08 -0.18
C 0.32 -0.41 0.04
C -0.75 0.76 -0.03
O -0.52 1.91 0.01
S -2.52 0.11 -0.06
H 2.43 -0.34 0.30
H 1.55 1.09 -0.29
H -0.05 -1.15 -0.70
H 0.10 -0.82 1.04
H -2.14 -1.24 -0.14
```



This record from the Open Molecules 2025 dataset describes 2 unconnected molecules or ions with the total composition C2H7O2 at a distorted geometry. The level of theory is wB97M-V/def2-TZVPD.

Results
energy above the lowest of the compared OMol25 structures with the same formula, charge and spin = 14.1 kcal/mol
LUMO energy = -5.88 eV
energy = -230.57833 Ha
net charge = +1

```
11
C2H7O2 wB97M-V/def2-TZVPD
O -2.08 0.02 -1.63
H -3.00 -0.21 -1.82
H 1.76 -1.52 1.01
H -1.81 0.54 -2.39
C 1.68 -0.44 1.06
C 0.38 0.04 0.68
O 0.14 0.84 -0.28
H 2.53 -0.01 0.53
H 1.75 -0.10 2.10
H -0.51 -0.01 1.31
H -0.81 0.84 -0.56
```



This record from the Open Molecules 2025 dataset describes a molecular structure, C24H31NO14Sr at a distorted geometry. The level of theory is wB97M-V/def2-TZVPD.

Results
LUMO energy = -0.42 eV
energy = -2071.87324 Ha
net charge = 0

```
71
C24H31NO14Sr wB97M-V/def2-TZVPD
Sr -19.65 0.26 -14.52
C -23.04 -2.62 -15.91
C -22.90 -3.86 -16.39
C -21.54 -4.66 -16.48
O -21.34 -5.85 -16.96
C -20.37 -4.07 -16.10
C -20.39 -2.69 -15.50
C -21.84 -1.94 -15.43
O -21.81 -0.81 -14.98
O -19.36 -2.08 -15.21
O -24.06 -4.41 -16.63
H -23.98 -2.15 -15.69
H -19.43 -4.61 -16.13
C -18.06 3.32 -13.63
O -19.26 2.53 -13.74
C -20.40 3.30 -13.26
C -21.71 2.42 -12.99
N -21.41 0.98 -12.84
C -20.96 0.76 -11.47
C -20.42 -0.65 -11.31
O -19.52 -1.01 -12.42
C -19.02 -2.42 -12.38
H -18.25 4.28 -14.10
H -17.28 2.72 -14.12
H -17.74 3.48 -12.60
H -20.56 4.15 -13.92
H -20.14 3.70 -12.28
H -22.33 2.43 -13.88
H -22.30 2.80 -12.15
H -22.26 0.42 -12.84
H -21.76 0.77 -10.73
H -20.18 1.42 -11.10
H -21.20 -1.41 -11.19
H -19.85 -0.76 -10.39
H -18.47 -2.30 -11.45
H -18.20 -2.63 -13.07
H -19.77 -3.21 -12.42
C -14.25 1.44 -13.21
C -15.07 0.64 -14.03
C -16.29 0.22 -13.43
C -16.55 0.36 -12.05
C -15.62 1.09 -11.31
C -14.46 1.53 -11.84
O -13.59 2.29 -11.12
O -17.28 -0.41 -14.20
H -13.35 1.86 -13.65
H -14.83 0.60 -15.08
H -17.50 0.12 -11.60
H -15.79 1.42 -10.29
H -13.55 1.82 -10.29
H -16.79 -0.75 -14.96
C -23.78 2.66 -17.97
C -23.09 4.00 -17.78
O -22.02 3.73 -17.00
C -22.07 2.39 -16.63
O -21.07 1.79 -16.12
O -23.20 1.84 -16.99
H -23.80 2.30 -18.99
H -24.81 2.74 -17.61
H -23.76 4.70 -17.27
H -22.76 4.42 -18.73
C -18.12 2.57 -19.39
C -18.27 3.79 -18.57
O -18.01 3.41 -17.28
C -18.02 2.02 -17.26
O -17.79 1.24 -16.32
O -18.24 1.56 -18.49
H -17.13 2.54 -19.84
H -18.97 2.61 -20.08
H -19.32 4.08 -18.61
H -17.75 4.70 -18.86
```



This record from the Open Molecules 2025 dataset describes 3 unconnected molecules or ions with the total composition C7H17Br2N2 at a distorted geometry. The level of theory is wB97M-V/def2-TZVPD.

Results
energy above the lowest of the compared OMol25 structures with the same formula, charge and spin = 79.8 kcal/mol
LUMO energy = -3.50 eV
energy = -5534.07578 Ha
net charge = +1

```
28
C7H17Br2N2 wB97M-V/def2-TZVPD
C 0.10 -1.89 -2.06
C -0.14 0.58 -1.84
C 1.19 -1.89 0.71
C 2.67 -0.42 -0.65
C 0.37 -0.52 -1.35
C 1.29 -0.67 -0.19
C -2.63 0.25 0.74
N -2.24 -0.46 1.80
N -2.24 1.68 0.90
Br 1.01 0.90 1.22
Br -0.54 4.29 2.29
H -0.35 -1.75 -3.10
H -0.29 -2.72 -1.42
H 1.14 -2.05 -2.40
H -0.75 0.58 -2.71
H 0.04 1.64 -1.46
H -0.36 5.61 2.08
H 1.61 -2.58 0.01
H 0.08 -2.00 0.95
H 1.77 -1.82 1.62
H 2.82 0.57 -0.82
H 3.56 -0.84 -0.17
H 2.72 -0.89 -1.64
H -2.42 -1.47 1.78
H -1.66 -0.14 2.68
H -2.79 2.28 0.18
H -1.25 1.91 0.95
H -2.70 1.81 1.87
```



This record from the Open Molecules 2025 dataset describes a molecular structure, ClHgI2O4 at a distorted geometry. The level of theory is wB97M-V/def2-TZVPD.

Results
LUMO energy = 0.51 eV
energy = -1509.83792 Ha
net charge = -1

```
8
ClHgI2O4 wB97M-V/def2-TZVPD
Hg 2.09 1.16 0.79
I 2.54 -1.06 2.35
I 3.16 0.89 -1.75
Cl -1.57 -0.22 -0.29
O -2.15 0.47 -1.42
O -2.48 -0.07 0.83
O -1.31 -1.60 -0.55
O -0.29 0.43 0.04
```



What is the formula in the third record? C32H31N5O2RuS



Which of these has the lowest energy? C7H17Br2N2



Please write out number 4 again, unchanged.
This record from the Open Molecules 2025 dataset describes a single C2H5NOS molecule at a distorted geometry. The level of theory is wB97M-V/def2-TZVPD.

Results
energy above the lowest of the compared OMol25 structures with the same formula, charge and spin = 25.0 kcal/mol
LUMO energy = 0.68 eV
SMILES = NCC(=O)S
energy = -607.36696 Ha
net charge = 0

```
10
C2H5NOS wB97M-V/def2-TZVPD
N 1.59 0.08 -0.18
C 0.32 -0.41 0.04
C -0.75 0.76 -0.03
O -0.52 1.91 0.01
S -2.52 0.11 -0.06
H 2.43 -0.34 0.30
H 1.55 1.09 -0.29
H -0.05 -1.15 -0.70
H 0.10 -0.82 1.04
H -2.14 -1.24 -0.14
```



Which formula does entry 4 have? C2H5NOS